The following is a quantum chemistry calculation of a 10-piece molecular cluster, C16H56N4O10 overall, from the OMol25 dataset.

The calculation puts the HOMO energy (alpha / beta) at 0.0153 / -0.2455 hartree.

The geometry in ORCA input format:
```
! RIJCOSX wB97M-V def2-TZVPD def2/J DEFGRID3
* xyz -1 2
O -1.18 2.37 -1.93
H -1.12 3.32 -1.83
H -1.58 2.07 -1.11
O -0.64 1.12 0.63
H -0.29 0.30 0.29
H -0.57 1.05 1.58
O 0.56 -0.92 3.17
H 1.46 -1.07 3.46
H 0.13 -1.77 3.25
O -0.95 1.15 3.51
H -0.36 0.41 3.42
H -1.70 0.81 4.00
O 0.63 3.62 4.16
H 0.37 2.90 3.58
H 0.28 4.40 3.74
O -0.15 4.17 1.30
H 0.05 3.23 1.32
H -1.00 4.22 0.85
C -0.98 -4.17 0.35
C -1.14 -2.89 1.20
C -2.22 -1.85 0.78
O -3.62 -2.27 1.01
C -4.34 -2.14 -0.16
N -1.42 -3.45 2.54
H -0.08 -4.70 0.67
H -0.86 -4.07 -0.73
H -1.78 -4.90 0.44
H -0.23 -2.29 1.14
H -1.92 -1.40 -0.17
H -2.18 -0.99 1.45
H -5.30 -2.66 -0.11
H -3.87 -2.66 -0.99
H -4.47 -1.09 -0.43
H -2.26 -3.99 2.44
H -0.79 -4.14 2.91
C -5.67 2.66 -3.10
C -6.07 2.35 -1.59
C -4.83 1.96 -0.71
O -5.23 1.45 0.59
C -4.16 1.17 1.49
N -6.79 3.51 -1.09
H -5.19 1.79 -3.56
H -4.88 3.40 -3.19
H -6.45 3.16 -3.66
H -6.64 1.43 -1.71
H -4.14 2.80 -0.66
H -4.26 1.16 -1.19
H -3.40 0.51 1.09
H -4.55 0.78 2.43
H -3.62 2.09 1.73
H -6.00 4.09 -0.85
H -7.37 3.34 -0.28
C 0.02 -1.89 -3.33
C 1.14 -2.09 -2.28
C 2.54 -2.06 -2.82
O 3.39 -2.41 -1.82
C 4.62 -3.09 -2.17
N 0.97 -1.19 -1.17
H 0.18 -2.55 -4.18
H -0.14 -0.87 -3.68
H -0.94 -2.33 -3.07
H 1.03 -3.05 -1.77
H 2.91 -1.17 -3.34
H 2.57 -2.89 -3.53
H 5.41 -3.08 -1.43
H 5.11 -2.53 -2.97
H 4.30 -4.10 -2.44
H 1.95 -1.19 -0.96
H 0.71 -0.25 -1.45
C 7.77 1.23 -0.25
C 6.80 1.01 0.86
C 5.37 1.30 0.41
O 4.38 1.21 1.45
C 2.99 1.40 1.24
N 7.00 -0.41 1.14
H 7.62 2.25 -0.61
H 7.77 0.58 -1.13
H 8.76 1.34 0.21
H 7.11 1.75 1.60
H 5.09 0.64 -0.41
H 5.42 2.30 -0.01
H 2.73 2.28 0.66
H 2.62 1.51 2.26
H 2.47 0.56 0.76
H 6.27 -0.90 0.65
H 6.85 -0.66 2.11
*
```

The following is a quantum chemistry calculation of a 10-piece molecular cluster, C16H56N4O10 overall, from the OMol25 dataset.

The SMILES is COC[C@H](C)N.COC[C@H](C)N.COC[C@H](C)N.COC[C@H](C)N.O.O.O.O.O.O. Its energy above the lowest of the compared OMol25 structures with the same formula, charge and spin is 1.801 eV. The calculation puts the HOMO energy at -0.3299 hartree.

The geometry in ORCA input format:
```
! RIJCOSX wB97M-V def2-TZVPD def2/J DEFGRID3
* xyz 0 1
C 6.38 -17.64 32.44
C 6.14 -18.69 31.34
C 4.60 -18.84 30.93
O 3.88 -19.51 31.94
C 2.54 -19.78 31.52
N 6.91 -18.28 30.23
H 5.89 -16.70 32.20
H 7.41 -17.37 32.65
H 6.01 -18.01 33.40
H 6.44 -19.68 31.69
H 4.57 -19.39 29.99
H 4.19 -17.85 30.74
H 1.83 -20.17 32.25
H 2.44 -20.56 30.77
H 1.99 -18.87 31.31
H 7.91 -18.25 30.39
H 6.80 -18.87 29.42
C 6.53 -21.30 22.48
C 5.06 -20.86 22.59
C 3.95 -21.97 22.54
O 3.85 -22.64 21.30
C 3.21 -21.96 20.22
N 4.98 -19.93 23.71
H 6.66 -21.68 21.46
H 6.79 -22.13 23.14
H 7.25 -20.51 22.70
H 4.81 -20.27 21.72
H 2.97 -21.57 22.79
H 4.17 -22.62 23.39
H 2.84 -22.64 19.45
H 3.85 -21.20 19.76
H 2.37 -21.43 20.66
H 5.86 -19.43 23.71
H 4.98 -20.53 24.52
C 0.86 -15.78 29.31
C 0.28 -16.52 28.12
C 0.36 -18.06 28.26
O 1.77 -18.51 28.29
C 2.01 -19.86 27.85
N -1.13 -16.12 28.18
H 0.92 -14.71 29.12
H 1.85 -16.21 29.50
H 0.18 -15.84 30.16
H 0.74 -16.24 27.17
H -0.18 -18.42 27.38
H -0.07 -18.42 29.19
H 1.45 -20.01 26.93
H 1.55 -20.42 28.66
H 3.08 -20.00 27.69
H -1.62 -16.28 27.31
H -1.22 -15.13 28.35
C 9.48 -26.98 26.91
C 8.93 -25.51 26.61
C 8.15 -25.06 27.83
O 7.62 -23.77 27.63
C 6.76 -23.31 28.69
N 10.15 -24.76 26.31
H 8.60 -27.61 27.03
H 10.05 -27.00 27.84
H 10.21 -27.43 26.24
H 8.41 -25.35 25.67
H 8.77 -25.11 28.72
H 7.28 -25.69 28.04
H 6.49 -22.26 28.54
H 7.34 -23.36 29.61
H 5.88 -23.92 28.84
H 10.67 -24.77 27.18
H 9.85 -23.80 26.32
O 8.80 -20.05 28.07
H 9.39 -19.53 27.53
H 7.92 -19.85 27.74
O 8.09 -21.98 25.61
H 7.97 -22.25 26.52
H 8.97 -21.60 25.59
O 5.40 -21.81 25.99
H 6.30 -21.90 25.69
H 5.09 -22.71 26.11
O 6.36 -19.53 27.33
H 5.96 -20.32 26.97
H 5.74 -18.83 27.12
O 6.10 -16.14 28.79
H 5.21 -16.37 28.52
H 6.36 -16.84 29.38
O 3.68 -17.14 27.50
H 3.60 -17.34 26.56
H 2.91 -17.54 27.90
*
```

The following is a quantum chemistry calculation of a 11-piece molecular cluster, C16H56O16 overall, from the OMol25 dataset.

Its energy above the lowest of the compared OMol25 structures with the same formula, charge and spin is 11.837 eV. The calculation puts the HOMO energy at -0.3182 hartree.

The geometry in ORCA input format:
```
! RIJCOSX wB97M-V def2-TZVPD def2/J DEFGRID3
* xyz 0 1
C 1.34 1.28 -4.89
C 0.06 0.48 -4.80
O 0.34 -0.90 -4.86
O 2.12 1.11 -3.69
H 1.07 2.35 -4.97
H 1.98 1.06 -5.74
H -0.61 0.78 -5.61
H -0.50 0.73 -3.89
H 0.82 -1.08 -4.04
H 2.89 1.67 -3.81
C -1.09 -3.49 1.39
C 0.08 -3.54 0.43
O -0.36 -4.07 -0.83
O -1.91 -2.36 1.13
H -0.75 -3.50 2.43
H -1.71 -4.39 1.27
H 0.83 -4.21 0.88
H 0.53 -2.57 0.27
H -0.63 -4.98 -0.68
H -2.38 -2.49 0.28
C 0.61 -0.38 -0.55
C -0.25 -0.43 0.71
O 0.22 0.28 1.84
O 0.51 0.82 -1.27
H 0.17 -1.19 -1.15
H 1.64 -0.67 -0.30
H -0.30 -1.50 0.94
H -1.25 -0.06 0.45
H 0.12 1.22 1.61
H 1.04 0.69 -2.08
C 0.54 2.08 4.89
C 1.45 0.87 4.81
O 0.70 -0.34 4.66
O -0.22 2.10 6.09
H -0.11 2.10 4.01
H 1.15 2.98 4.78
H 2.07 0.76 5.70
H 2.10 1.00 3.94
H 0.35 -0.21 3.76
H -0.82 1.36 5.98
C 2.35 -2.42 -2.24
O 0.97 -2.39 -2.58
H 2.59 -1.43 -1.84
H 2.57 -3.10 -1.42
H 2.95 -2.57 -3.13
H 0.46 -3.07 -2.12
C -3.13 1.31 -1.83
O -4.24 0.43 -1.77
H -2.21 0.72 -1.86
H -3.15 1.95 -2.72
H -3.09 2.01 -0.98
H -4.02 -0.20 -1.08
C 0.27 4.41 -2.18
O -0.40 3.22 -2.51
H 1.30 4.39 -2.55
H -0.16 5.35 -2.54
H 0.29 4.60 -1.09
H -0.04 2.51 -1.96
C 3.45 1.81 0.89
O 4.79 2.26 0.94
H 2.92 2.44 0.17
H 3.28 0.78 0.57
H 2.93 1.89 1.85
H 5.09 2.22 1.85
C -2.74 -1.31 -2.12
O -3.33 -2.26 -1.22
H -3.20 -0.34 -1.99
H -1.68 -1.19 -1.88
H -2.81 -1.64 -3.16
H -3.64 -2.97 -1.79
C 2.45 -2.10 2.55
O 3.41 -3.13 2.44
H 2.89 -1.10 2.44
H 1.65 -2.20 1.81
H 1.92 -2.19 3.51
H 3.95 -3.15 3.23
C -3.55 -1.14 1.60
O -3.56 -1.64 0.27
H -2.85 -1.64 2.27
H -3.33 -0.07 1.56
H -4.54 -1.24 2.06
H -3.30 -2.57 0.32
C -1.24 3.56 1.46
O 0.12 3.13 1.42
H -1.90 2.70 1.44
H -1.49 4.20 2.31
H -1.45 4.13 0.55
H 0.66 3.70 1.97
*
```

The following is a quantum chemistry calculation of a 11-piece molecular cluster, C16H58N4O11 overall, from the OMol25 dataset.

The SMILES is COC[C@H](C)N.COC[C@H](C)N.COC[C@H](C)N.COC[C@H](C)N.O.O.O.O.O.O.O. Its energy above the lowest of the compared OMol25 structures with the same formula, charge and spin is 1.004 eV. The calculation puts the HOMO energy at -0.3396 hartree.

The geometry in ORCA input format:
```
! RIJCOSX wB97M-V def2-TZVPD def2/J DEFGRID3
* xyz 0 1
C 1.68 5.66 -2.69
C 1.64 4.83 -1.43
C 1.71 3.34 -1.74
O 1.33 2.46 -0.69
C 1.86 1.13 -0.93
N 2.79 5.14 -0.58
H 2.72 5.64 -3.01
H 1.43 6.71 -2.55
H 1.04 5.18 -3.44
H 0.69 5.01 -0.89
H 2.73 3.14 -2.09
H 1.09 3.12 -2.62
H 1.43 0.57 -0.10
H 2.94 1.09 -1.02
H 1.34 0.69 -1.79
H 2.61 6.11 -0.32
H 2.72 4.57 0.25
C 0.96 -1.82 -2.60
C 1.87 -2.96 -3.06
C 1.60 -4.24 -2.25
O 2.03 -4.11 -0.91
C 1.58 -5.18 -0.06
N 1.64 -3.27 -4.49
H 0.86 -1.08 -3.39
H 1.08 -1.44 -1.59
H -0.07 -2.21 -2.67
H 2.92 -2.73 -2.87
H 2.19 -5.09 -2.62
H 0.54 -4.51 -2.33
H 1.86 -5.01 0.97
H 2.04 -6.10 -0.43
H 0.49 -5.24 -0.10
H 1.65 -4.28 -4.55
H 0.74 -3.01 -4.87
C 0.60 3.91 3.64
C 1.00 2.54 3.01
C 2.25 1.94 3.74
O 1.99 1.75 5.11
C 3.15 1.21 5.79
N -0.14 1.64 3.31
H 0.71 3.82 4.71
H -0.41 4.14 3.31
H 1.23 4.72 3.28
H 1.09 2.64 1.93
H 3.17 2.49 3.49
H 2.43 0.95 3.31
H 3.98 1.80 5.41
H 3.25 0.15 5.52
H 3.04 1.28 6.87
H 0.05 0.79 2.79
H -0.12 1.48 4.31
C -5.14 -0.77 -2.21
C -4.35 -1.12 -0.97
C -3.48 -2.34 -1.17
O -4.20 -3.57 -1.15
C -3.38 -4.66 -1.40
N -3.56 0.02 -0.50
H -5.84 0.00 -1.89
H -5.70 -1.63 -2.58
H -4.51 -0.47 -3.05
H -5.15 -1.26 -0.23
H -2.75 -2.44 -0.36
H -2.89 -2.14 -2.07
H -2.80 -4.93 -0.51
H -2.80 -4.69 -2.33
H -4.05 -5.51 -1.56
H -4.21 0.78 -0.32
H -3.10 -0.18 0.38
O 1.91 -1.88 0.62
H 2.36 -2.06 1.45
H 2.06 -2.68 0.08
O -1.04 -1.14 3.56
H -0.66 -0.78 2.76
H -1.97 -0.90 3.51
O -2.00 1.41 -2.85
H -2.61 1.48 -3.60
H -2.54 0.99 -2.15
O -1.36 2.01 -0.35
H -0.49 2.42 -0.20
H -1.47 2.01 -1.31
O -0.44 -0.51 0.78
H 0.21 -0.91 0.19
H -0.78 0.26 0.30
O -2.76 1.83 2.15
H -1.93 1.66 2.66
H -2.47 2.08 1.27
O 0.04 -3.51 2.22
H -0.07 -2.55 2.27
H 0.94 -3.66 2.52
*
```

The following is a quantum chemistry calculation of C16H59AgO14 as an isolated structure, from the OMol25 dataset.

Its energy above the lowest of the compared OMol25 structures with the same formula, charge and spin is 0.297 eV. The calculation puts the HOMO energy (alpha / beta) at -0.1619 / -0.3599 hartree.

The geometry in ORCA input format:
```
! RIJCOSX wB97M-V def2-TZVPD def2/J DEFGRID3
* xyz 0 3
Ag 3.58 0.93 -0.70
C -0.62 -1.15 -0.52
C 0.34 0.01 -0.57
C 0.28 0.69 0.82
O 1.63 -0.28 -1.01
H -0.23 -1.91 0.16
H -0.81 -1.57 -1.51
H -1.59 -0.83 -0.14
H -0.09 0.74 -1.26
H 0.92 1.57 0.88
H 0.64 0.00 1.58
H -0.72 1.05 1.04
C 0.47 -6.44 0.83
O -0.13 -5.24 0.49
H 0.58 -6.51 1.92
H -0.12 -7.31 0.55
H 1.41 -6.59 0.30
H 0.59 -4.65 0.27
C 3.91 -1.18 1.83
O 3.52 0.17 1.50
H 3.93 -1.79 0.93
H 4.92 -1.12 2.22
H 3.32 -1.65 2.62
H 3.27 0.63 2.30
C 2.44 1.69 -3.88
O 3.59 1.60 -3.01
H 1.55 1.32 -3.35
H 2.20 2.72 -4.11
H 2.62 1.13 -4.80
H 4.36 1.79 -3.56
C 2.58 -3.64 -1.54
O 1.78 -3.25 -0.46
H 2.72 -4.71 -1.72
H 2.12 -3.30 -2.47
H 3.58 -3.22 -1.55
H 1.65 -2.31 -0.51
C -2.32 3.67 -0.61
O -1.74 4.41 0.45
H -3.39 3.54 -0.44
H -2.28 4.14 -1.60
H -1.92 2.67 -0.75
H -0.94 4.87 0.18
C -0.01 3.92 3.43
O 0.54 3.08 4.39
H -0.83 4.44 3.92
H 0.66 4.69 3.06
H -0.39 3.30 2.62
H -0.17 2.78 4.96
C -1.32 2.39 -3.83
O -2.64 2.34 -4.28
H -1.14 1.94 -2.85
H -0.71 1.82 -4.53
H -0.89 3.38 -3.67
H -2.77 1.47 -4.65
C 2.71 3.62 0.67
O 2.64 2.99 -0.60
H 3.36 4.49 0.61
H 1.74 3.74 1.16
H 3.21 2.90 1.32
H 2.39 3.65 -1.26
C -0.32 -1.27 -4.23
O 1.04 -1.32 -3.73
H -0.84 -0.42 -3.80
H -0.30 -1.24 -5.32
H -0.97 -2.08 -3.89
H 1.03 -0.91 -2.86
C -3.97 0.96 1.73
O -5.20 0.83 0.96
H -3.19 1.45 1.14
H -4.16 1.64 2.56
H -3.61 0.07 2.24
H -5.00 0.30 0.19
C 1.16 -3.25 2.87
O 0.95 -3.01 4.21
H 0.33 -3.83 2.47
H 1.21 -2.30 2.35
H 2.05 -3.86 2.71
H 0.34 -3.64 4.61
C -4.01 -1.11 -2.32
O -4.93 -0.45 -1.44
H -4.57 -1.81 -2.94
H -3.47 -0.38 -2.93
H -3.35 -1.67 -1.67
H -5.54 0.15 -1.86
C -1.25 -0.33 4.43
O -2.30 0.12 5.25
H -0.29 -0.36 4.94
H -1.51 -1.29 3.98
H -1.22 0.35 3.59
H -2.09 1.03 5.46
*
```

Number 1: total energy -43931.18975 eV. Number 2: total energy -43932.86856 eV. Number 3: total energy -50243.25787 eV. Number 4: total energy -46013.92469 eV. Number 5: total energy -50201.76823 eV.